[1]
Computed, not measured: a molecular structure, C14H18BEuN7O2 in a non-equilibrium geometry, with the ωB97M-V functional and the def2-TZVPD basis.

The net charge is 0. The HOMO energy (alpha / beta) is -6.757 / -9.135 eV. The energy is -1813.3637 a.u. Its spin multiplicity is 8. Its orbital gap (alpha / beta) is 7.29 / 9.66 eV. The energy relative to the best compared isomer or geometry (same formula, charge and spin) comes out at 0.0 kJ/mol.

Last column: Mulliken spin population.
CARTESIAN COORDINATES (ANGSTROEM)
H1 0.918 -3.042 0.669  -0.002
N1 0.039 -1.873 -0.831  0.004
B1 -1.023 -0.918 -3.017  -0.029
N2 -0.478 -2.069 -2.112  0.004
C1 -0.345 -3.365 -2.377  0.003
Eu1 0.092 0.156 0.076  7.033
H2 -0.685 -3.715 -3.326  0.000
C2 0.256 -4.013 -1.289  0.000
H3 0.496 -5.047 -1.205  0.000
C3 0.484 -3.031 -0.326  -0.011
H4 -1.526 -1.449 -3.957  0.000
C4 1.609 3.304 1.323  0.008
H5 1.998 3.693 2.278  0.000
H6 0.551 3.485 1.326  -0.003
H7 2.030 3.856 0.475  0.001
N3 0.128 -0.003 -3.540  -0.003
N4 -2.107 -0.079 -2.294  0.002
N5 0.943 0.692 -2.658  0.014
N6 -1.898 0.407 -0.995  0.007
C5 0.521 0.175 -4.812  0.001
C6 -3.318 0.309 -2.691  0.002
H8 -0.025 -0.305 -5.616  0.000
H9 -3.655 0.020 -3.670  0.000
C7 1.639 1.008 -4.812  0.000
C8 -3.921 1.054 -1.671  0.001
C9 1.862 1.306 -3.451  -0.002
C10 -2.996 1.086 -0.624  -0.012
H10 2.192 1.346 -5.674  0.000
H11 -4.893 1.501 -1.684  0.000
H12 2.633 1.929 -3.009  0.000
H13 -3.029 1.529 0.367  -0.001
H14 1.955 2.240 1.227  0.003
O1 2.397 -1.075 2.277  0.002
C11 1.742 -0.197 2.835  -0.008
C12 1.891 0.336 4.268  -0.002
C13 0.812 1.376 4.408  -0.001
C14 0.095 1.376 3.050  -0.012
O2 -0.876 2.052 2.709  0.002
N7 0.711 0.476 2.196  0.000
H15 1.745 -0.508 4.946  0.000
H16 2.899 0.751 4.363  0.000
H17 0.062 1.099 5.151  0.000
H18 1.204 2.381 4.593  0.000

***

[2]
Computed, not measured: 2 unconnected molecules or ions with the total composition C5H17N3S in a non-equilibrium geometry, with the ωB97M-V functional and the def2-TZVPD basis.

The net charge is +2. The HOMO energy is -16.976 eV. The energy is -762.5115 a.u. Its spin multiplicity is 1. Its orbital gap is 9.82 eV.

Last column: Mulliken charge in e.
CARTESIAN COORDINATES (ANGSTROEM)
C1 0.395 -0.146 -1.915  -1.570
C2 4.024 0.274 0.359  -0.797
C3 1.515 0.374 0.159  -0.796
C4 0.196 -0.212 -0.401  0.026
C5 -3.984 0.020 0.756  0.277
N1 -0.961 0.402 0.238  -0.473
N2 -4.002 -1.084 1.539  -0.303
N3 2.791 -0.341 -0.102  -0.179
S1 -4.769 0.260 -0.631  -0.043
H1 1.352 -0.465 -2.148  0.436
H2 -0.268 -0.911 -2.389  0.327
H3 0.310 0.804 -2.291  0.480
H4 4.774 -0.451 0.436  0.390
H5 4.240 1.100 -0.236  0.374
H6 3.769 0.668 1.440  0.296
H7 1.481 0.430 1.322  0.380
H8 1.669 1.299 -0.424  0.391
H9 0.123 -1.238 -0.229  0.387
H10 -3.392 0.860 1.190  0.292
H11 -0.834 0.301 1.193  0.268
H12 -3.438 -1.223 2.369  0.262
H13 -4.677 -1.814 1.224  0.250
H14 -1.048 1.400 0.027  0.300
H15 2.821 -0.531 -1.115  0.369
H16 2.622 -1.358 0.296  0.420
H17 -4.710 1.583 -0.668  0.235

***

[3]
Computed, not measured: a single C4H6B2O5 molecule in a non-equilibrium geometry, with the ωB97M-V functional and the def2-TZVPD basis.

The net charge is 0. The HOMO energy (alpha / beta) is -7.648 / -7.640 eV. The energy is -581.8736 a.u. Its spin multiplicity is 1. Its orbital gap (alpha / beta) is 6.79 / 6.88 eV.

Last column: Mulliken charge in e.
CARTESIAN COORDINATES (ANGSTROEM)
B1 -0.673 -1.104 0.035  0.552
B2 1.705 0.307 -0.144  0.651
C1 -2.555 0.802 0.049  -0.350
C2 -1.644 1.926 0.028  -0.265
C3 -2.103 -0.422 0.118  -0.179
C4 0.203 0.552 -0.151  0.091
O1 -0.369 1.664 -0.118  -0.290
O2 -0.208 -1.899 1.118  -0.628
O3 -0.248 -1.644 -1.210  -0.595
O4 2.170 -0.997 0.032  -0.489
O5 2.347 1.524 -0.044  -0.533
H1 -3.552 0.934 0.130  0.478
H2 -2.050 2.835 0.347  0.465
H3 0.574 -2.322 1.088  0.249
H4 0.308 -2.500 -1.191  0.291
H5 2.924 -1.226 -0.434  0.259
H6 3.169 1.570 0.348  0.293

***

[4]
Computed, not measured: a single C3H6O2S2 molecule in a non-equilibrium geometry, with the ωB97M-V functional and the def2-TZVPD basis.

The net charge is 0. The HOMO energy is -8.645 eV. The SMILES is O=C(O)CCSS. The energy is -1064.7308 a.u. Its spin multiplicity is 1. Its orbital gap is 8.41 eV. The energy relative to the best compared isomer or geometry (same formula, charge and spin) comes out at 143.9 kJ/mol.

Last column: Mulliken charge in e.
CARTESIAN COORDINATES (ANGSTROEM)
C1 0.921 -0.468 1.208  -0.405
C2 1.435 -1.873 0.807  0.495
O1 0.608 -2.751 1.305  -0.428
O2 2.426 -2.093 0.120  -0.559
C3 -0.203 0.136 0.337  -0.696
S1 -0.039 1.656 -0.770  -0.075
S2 -2.247 1.676 -1.058  -0.193
H1 0.632 -0.489 2.275  0.276
H2 1.921 0.071 1.390  0.306
H3 0.612 -3.637 0.826  0.359
H4 -1.025 0.516 1.075  0.370
H5 -0.683 -0.724 -0.248  0.390
H6 -2.076 2.930 -1.591  0.160

***

[5]
Computed, not measured: a molecular structure, C36H29N8O2S2Ta, with the ωB97M-V functional and the def2-TZVPD basis.

The net charge is +2. The HOMO energy is -12.799 eV. The energy is -2830.8847 a.u. Its spin multiplicity is 1. Its orbital gap is 6.41 eV. The energy relative to the best compared isomer or geometry (same formula, charge and spin) comes out at 4.3 kJ/mol.

Last column: Mulliken charge in e.
CARTESIAN COORDINATES (ANGSTROEM)
Ta1 0.013 -0.031 -0.036  1.836
N1 -3.456 -1.376 2.671  -0.401
C1 -2.399 -0.781 2.108  0.782
S1 -1.761 -1.568 0.668  -0.635
N2 -1.950 0.323 2.610  -1.907
N3 -0.837 0.795 1.972  1.425
C2 -0.449 1.967 2.346  1.380
C3 -1.194 2.832 3.284  -0.934
C4 -0.669 3.160 4.529  0.027
C5 -1.375 4.006 5.372  -0.906
C6 -2.589 4.537 4.961  -0.472
C7 -3.109 4.213 3.714  -0.820
C8 -2.420 3.352 2.876  -0.223
C9 0.816 2.414 1.746  0.658
C10 1.423 3.608 2.089  -0.660
C11 2.672 3.906 1.565  -0.960
C12 3.289 2.990 0.729  -1.231
C13 2.610 1.833 0.402  -0.127
N4 1.388 1.553 0.878  0.599
H1 -3.849 -2.219 2.292  0.224
H2 -3.861 -0.970 3.499  0.248
H3 0.275 2.737 4.853  0.500
H4 -0.976 4.250 6.347  0.435
H5 -3.133 5.205 5.616  0.428
H6 -4.057 4.629 3.396  0.442
H7 -2.823 3.091 1.905  0.515
H8 0.920 4.286 2.763  0.691
H9 3.163 4.835 1.824  0.501
H10 4.276 3.165 0.325  0.565
H11 3.057 1.097 -0.245  0.297
O1 -1.725 3.286 -1.766  -0.590
C14 -0.901 2.458 -1.540  0.041
O2 -1.017 1.538 -0.556  -0.589
C15 0.366 2.276 -2.295  0.505
C16 0.747 3.174 -3.269  -0.783
C17 1.944 2.950 -3.930  -0.610
C18 2.680 1.824 -3.602  -1.116
C19 2.208 0.964 -2.625  0.167
N5 1.073 1.190 -1.955  0.193
H12 0.104 4.015 -3.488  0.605
H13 2.290 3.634 -4.695  0.482
H14 3.612 1.599 -4.103  0.542
H15 2.740 0.055 -2.385  0.199
C20 -3.040 -1.065 -3.171  -1.099
C21 -2.539 -2.240 -3.714  -0.549
C22 -1.264 -2.655 -3.375  -1.150
C23 -0.513 -1.889 -2.499  0.436
N6 -1.027 -0.777 -1.932  0.676
C24 -2.267 -0.374 -2.267  -0.207
C25 0.883 -2.158 -2.118  1.758
C26 1.702 -3.007 -2.857  -0.728
C27 3.037 -3.151 -2.518  -1.054
C28 3.554 -2.449 -1.435  -0.969
C29 2.728 -1.614 -0.695  0.036
C30 1.376 -1.443 -1.022  -0.065
H16 -4.025 -0.698 -3.424  0.474
H17 -3.138 -2.828 -4.397  0.479
H18 -0.857 -3.569 -3.781  0.473
H19 -2.636 0.516 -1.781  0.549
H20 1.310 -3.546 -3.711  0.408
H21 3.675 -3.803 -3.100  0.440
H22 4.595 -2.562 -1.161  0.526
H23 3.154 -1.108 0.165  0.275
N7 4.429 -3.046 5.062  -0.340
C31 3.343 -3.624 4.523  -0.020
S2 2.799 -5.110 4.914  -0.302
C32 2.604 -2.770 3.527  0.955
C33 2.557 -1.386 3.625  -1.177
C34 1.811 -0.662 2.714  -0.296
N8 1.141 -1.227 1.700  0.507
C35 1.177 -2.573 1.623  -0.490
C36 1.876 -3.362 2.505  -0.982
H24 4.953 -3.565 5.748  0.228
H25 4.819 -2.188 4.716  0.195
H26 3.046 -0.857 4.432  0.518
H27 1.728 0.404 2.825  0.300
H28 0.604 -3.029 0.832  0.469
H29 1.853 -4.439 2.415  0.404

***

[6]
Computed, not measured: 2 unconnected molecules or ions with the total composition C4H12 in a non-equilibrium geometry, with the ωB97M-V functional and the def2-TZVPD basis.

The net charge is 0. The HOMO energy is -11.714 eV. The SMILES is CC.CC. The energy is -159.5788 a.u. Its spin multiplicity is 1. Its orbital gap is 12.85 eV. The energy relative to the best compared isomer or geometry (same formula, charge and spin) comes out at 16.3 kJ/mol.

Last column: Mulliken charge in e.
CARTESIAN COORDINATES (ANGSTROEM)
C1 -1.850 0.064 -1.557  -0.782
C2 -0.816 1.160 -1.770  -0.723
H1 -2.607 0.422 -0.846  0.248
H2 -2.356 -0.297 -2.452  0.319
H3 -1.435 -0.831 -1.080  0.216
H4 -0.129 1.184 -0.926  0.147
H5 -1.289 2.128 -1.961  0.286
H6 -0.204 1.040 -2.669  0.282
C3 2.052 -0.719 1.389  -0.786
C4 0.641 -0.558 1.964  -0.787
H7 2.357 -1.752 1.449  0.278
H8 2.020 -0.414 0.330  0.225
H9 2.768 -0.021 1.826  0.286
H10 0.658 -0.625 3.050  0.321
H11 -0.064 -1.235 1.482  0.231
H12 0.254 0.455 1.771  0.239

***

[7]
Computed, not measured: a molecular structure, C5H8O, with the ωB97M-V functional and the def2-TZVPD basis.

The net charge is 0. The HOMO energy is -7.011 eV. The energy is -270.3099 a.u. Its spin multiplicity is 1. Its orbital gap is 7.62 eV. The energy relative to the best compared isomer or geometry (same formula, charge and spin) comes out at 651.1 kJ/mol.

Last column: Mulliken charge in e.
CARTESIAN COORDINATES (ANGSTROEM)
C1 1.062 -1.122 0.861  -1.186
C2 0.969 -0.020 -0.136  0.092
C3 -1.032 -0.483 -0.817  -0.609
C4 -1.341 0.691 0.111  -0.353
C5 0.056 1.122 -0.256  -0.015
O1 0.019 0.519 -1.583  -0.383
H1 0.159 -1.198 1.466  0.272
H2 1.225 -2.075 0.352  0.262
H3 1.940 -0.915 1.494  0.423
H4 1.913 0.180 -0.649  0.412
H5 -1.796 -0.723 -1.567  0.175
H6 -1.511 0.454 1.169  0.210
H7 -2.089 1.423 -0.229  0.279
H8 0.427 2.147 -0.215  0.421

***

[8]
Computed, not measured: a molecular structure, C37H31F5N4OP2S2TeTi, with the ωB97M-V functional and the def2-TZVPD basis.

The net charge is -2. The HOMO energy is -1.750 eV. The energy is -4819.0420 a.u. Its spin multiplicity is 1. Its orbital gap is 5.80 eV. The energy relative to the best compared isomer or geometry (same formula, charge and spin) comes out at 10.4 kJ/mol.

Last column: Mulliken charge in e.
CARTESIAN COORDINATES (ANGSTROEM)
Ti1 1.285 0.821 -0.678  0.594
C1 2.541 -0.117 2.118  -1.091
P1 0.849 0.615 1.999  1.348
C2 -0.127 -0.619 2.934  0.654
C3 -0.483 -1.793 2.272  -0.296
C4 -1.188 -2.790 2.932  -0.800
C5 -1.538 -2.630 4.264  -0.901
C6 -1.173 -1.472 4.937  -0.695
C7 -0.468 -0.474 4.279  -0.861
C8 0.782 2.112 3.022  0.551
C9 -0.463 2.636 3.379  -0.543
C10 -0.549 3.843 4.052  -0.904
C11 0.607 4.550 4.361  -0.538
C12 1.843 4.043 3.996  -0.440
C13 1.932 2.828 3.331  -0.901
C14 2.422 -1.302 1.213  -0.149
C15 2.630 -2.640 1.433  -1.005
C16 2.110 -3.320 0.298  -1.120
C17 1.610 -2.359 -0.549  -0.656
C18 0.876 -2.514 -1.845  -0.663
P2 -0.504 -1.301 -1.803  0.775
C19 -1.134 -1.169 -3.516  0.992
C20 -0.449 -1.624 -4.637  -0.367
C21 -0.977 -1.431 -5.908  -0.722
C22 -2.192 -0.784 -6.073  -0.424
C23 -2.881 -0.322 -4.958  -0.606
C24 -2.352 -0.510 -3.691  -0.744
C25 -1.883 -2.282 -1.075  0.264
C26 -2.217 -3.563 -1.517  -0.510
C27 -3.277 -4.251 -0.952  -0.673
C28 -4.028 -3.662 0.062  -0.512
C29 -3.712 -2.387 0.501  -0.460
C30 -2.643 -1.701 -0.066  -0.220
N1 1.807 -1.111 -0.002  1.819
H1 2.788 -0.408 3.140  0.462
H2 3.268 0.607 1.741  0.313
H3 -0.206 -1.935 1.235  0.458
H4 -1.463 -3.688 2.392  0.511
H5 -2.093 -3.406 4.778  0.374
H6 -1.436 -1.342 5.981  0.433
H7 -0.185 0.422 4.815  0.426
H8 -1.368 2.097 3.120  0.828
H9 -1.521 4.241 4.321  0.402
H10 0.540 5.506 4.866  0.334
H11 2.745 4.607 4.194  0.391
H12 2.900 2.466 3.014  0.168
H13 3.076 -3.076 2.315  0.466
H14 2.097 -4.385 0.119  0.508
H15 0.532 -3.542 -1.969  0.543
H16 1.517 -2.270 -2.690  -0.186
H17 0.510 -2.111 -4.545  0.230
H18 -0.419 -1.780 -6.768  0.442
H19 -2.598 -0.630 -7.066  0.344
H20 -3.826 0.196 -5.076  0.386
H21 -2.887 -0.135 -2.824  0.329
H22 -1.648 -4.020 -2.320  0.353
H23 -3.525 -5.246 -1.303  0.392
H24 -4.857 -4.202 0.506  0.358
H25 -4.285 -1.917 1.291  0.471
H26 -2.402 -0.706 0.289  0.246
S1 2.088 0.591 -2.921  -0.529
C31 3.435 -0.543 -3.086  0.075
C32 3.360 -1.356 -4.250  -0.043
N2 3.246 -2.013 -5.196  -0.715
C33 4.528 -0.619 -2.247  0.926
S2 4.845 0.300 -0.871  -0.323
C34 5.537 -1.596 -2.614  -0.020
N3 6.356 -2.360 -2.884  -0.635
F1 4.120 4.016 -1.253  -0.497
Te1 2.327 4.131 -0.539  1.369
F2 0.798 4.418 0.710  -0.574
F3 3.274 4.221 1.079  -0.428
F4 2.524 6.074 -0.511  -0.505
F5 -0.130 1.813 -1.249  -0.491
O1 2.238 2.098 -0.010  0.186
C35 -2.285 4.023 -1.129  -1.243
C36 -2.131 3.737 0.365  1.045
C37 -2.689 2.442 0.749  0.204
N4 -3.116 1.424 1.070  -0.565
H27 -1.827 4.985 -1.355  0.320
H28 -3.336 4.057 -1.424  0.388
H29 -1.774 3.257 -1.708  0.094
H30 -2.627 4.499 0.970  0.543
H31 -1.072 3.738 0.635  -0.762